No. 1
Below is C49H41NO11PS4Sr as an isolated structure, with properties calculated with ωB97M-V/def2-TZVPD.

```
108
Properties=species:S:1:pos:R:3:forces:R:3
Sr -0.4334 -0.4600 -0.2574 -1.4 1.9 0.3
O -4.3796 -1.1108 2.4307 0.0 0.2 0.0
C -3.3663 -0.3505 1.9819 0.0 0.1 0.1
O -2.2085 -0.6004 2.2013 0.0 -0.1 -0.2
C -3.9003 0.8432 1.2146 -0.1 0.0 0.1
O -2.9138 1.6167 0.6216 0.1 0.0 -0.1
C -2.1859 2.4975 1.4598 -0.1 0.0 -0.1
C -0.7549 2.5211 0.9194 0.2 -0.2 0.2
O -0.9719 2.9463 -0.5184 0.0 0.1 -0.1
O -0.1491 1.3690 1.0239 0.2 0.9 0.8
H -3.9778 -1.9204 2.7706 0.0 -0.2 0.1
H -4.5357 0.4401 0.4236 0.0 0.0 -0.1
H -4.5390 1.4198 1.8996 0.0 0.0 0.0
H -2.6591 3.4891 1.4615 0.0 0.0 0.0
H -2.1298 2.1188 2.4850 0.0 0.0 0.0
O 0.9076 -3.8438 -2.1099 0.1 0.0 -0.1
S 1.0153 -2.7258 -1.2177 0.4 -0.5 0.1
O 0.0720 -2.7468 -0.0838 0.4 -0.9 -0.3
O 0.9969 -1.3987 -1.8597 0.6 -0.7 -0.4
C 2.6199 -2.8026 -0.4297 0.1 -0.1 0.1
C 3.6432 -3.3371 -1.1997 0.0 0.0 0.0
C 4.9335 -3.4145 -0.6988 0.0 0.0 -0.1
C 5.1945 -2.9633 0.5829 -0.1 0.0 0.0
C 4.1678 -2.4352 1.3542 0.1 0.1 0.0
C 2.8632 -2.3386 0.8766 -0.2 0.0 0.0
P 1.5371 -1.5315 1.9141 0.1 -0.4 0.0
C 2.4980 -0.7747 3.2714 0.1 0.0 0.1
C 3.0791 -1.4948 4.3186 0.0 0.0 0.0
C 3.8401 -0.8543 5.2815 0.0 0.0 0.0
C 4.0370 0.5212 5.2059 0.0 0.0 0.0
C 3.4377 1.2469 4.1899 0.0 0.1 0.0
C 2.6516 0.6074 3.2381 0.0 0.0 0.1
C 0.8001 -2.9597 2.8037 0.1 0.0 -0.1
C -0.0515 -2.6787 3.8701 -0.1 0.0 0.0
C -0.6875 -3.7024 4.5548 0.0 0.0 0.0
C -0.4903 -5.0238 4.1740 0.0 0.0 0.0
C 0.3438 -5.3100 3.1033 0.0 0.0 0.0
C 0.9843 -4.2830 2.4225 0.0 -0.1 0.0
H 3.4097 -3.6976 -2.1930 0.0 0.0 0.0
H 5.7270 -3.8310 -1.3067 0.0 0.0 0.0
H 6.1942 -3.0235 0.9954 0.0 0.0 0.0
H 4.3968 -2.0796 2.3495 0.0 0.0 0.0
H 2.9353 -2.5678 4.3724 0.0 0.0 0.0
H 4.2839 -1.4271 6.0865 0.0 0.0 0.0
H 4.6447 1.0249 5.9477 0.0 0.0 0.0
H 3.5755 2.3192 4.1317 0.0 0.0 0.0
H 2.1276 1.1788 2.4837 0.0 0.1 -0.2
H -0.2349 -1.6505 4.1615 0.0 0.0 0.0
H -1.3450 -3.4649 5.3823 0.0 0.0 0.0
H -0.9916 -5.8244 4.7037 0.0 0.0 0.0
H 0.4931 -6.3345 2.7865 0.0 0.0 0.0
H 1.6184 -4.5208 1.5781 0.0 0.0 0.0
O 0.1742 2.5346 -1.2336 0.0 -0.3 0.0
C 1.3711 3.2845 -0.8800 0.0 0.0 0.0
C 1.3621 3.6457 0.5857 -0.1 0.0 -0.2
C 0.1038 3.7015 1.3980 0.0 0.2 -0.1
C 0.5579 3.8183 2.8215 0.0 0.0 0.0
C 1.8242 4.1938 2.9572 0.1 0.0 -0.1
S 2.7006 4.3262 1.4259 0.1 -0.1 0.1
C 1.3831 4.5480 -1.7259 -0.2 0.1 0.3
C 0.4172 5.5143 -1.7356 0.0 0.1 -0.1
C 0.7492 6.6030 -2.5855 0.0 -0.1 0.0
C 1.9660 6.4390 -3.1814 -0.1 0.2 0.0
S 2.6948 4.9691 -2.7314 0.2 -0.1 -0.1
C 2.4502 2.3090 -1.3346 -0.2 0.0 -0.1
C 2.3803 1.6662 -2.5407 0.0 0.0 0.0
C 3.4076 0.7052 -2.7246 -0.1 0.1 0.0
C 4.2453 0.6460 -1.6555 0.1 -0.1 0.0
S 3.7887 1.7347 -0.4254 -0.1 0.1 0.3
H -0.4686 4.6225 1.1645 0.0 0.0 0.0
H -0.1130 3.7023 3.6628 0.0 0.0 0.0
H 2.3417 4.4231 3.8764 0.0 0.0 0.0
H -0.4984 5.4254 -1.1689 0.0 0.0 0.0
H 0.1144 7.4622 -2.7481 0.0 0.0 0.0
H 2.4544 7.1066 -3.8728 0.0 0.0 0.0
H 1.5863 1.8448 -3.2516 0.0 0.0 0.0
H 3.4923 0.0746 -3.5973 0.0 0.0 0.0
H 5.0961 -0.0023 -1.5108 0.0 0.0 0.0
C -2.7406 3.0398 -3.2772 0.0 0.0 0.1
O -2.9423 2.2630 -4.4584 0.0 0.0 -0.1
C -2.1668 1.1128 -4.4676 0.0 0.1 0.1
C -0.8869 1.1244 -4.9814 0.0 0.0 0.0
C -0.1363 -0.0469 -5.0040 -0.1 0.1 0.0
C -0.6941 -1.2128 -4.4984 0.0 -0.1 0.0
C -1.9788 -1.2304 -3.9786 0.0 0.1 0.0
C -2.7402 -0.0611 -3.9595 0.1 0.0 0.0
N -4.0418 0.0206 -3.5132 0.0 0.0 0.2
C -4.8404 -0.9471 -2.9330 0.1 -0.2 0.2
C -4.5299 -1.9109 -1.9300 -0.3 0.3 -0.2
C -5.4975 -2.9239 -1.7357 -0.1 -0.2 0.1
C -5.3867 -3.8982 -0.7648 0.0 0.1 -0.1
C -4.2644 -3.8871 0.0625 0.1 0.0 0.1
C -3.3059 -2.8976 -0.0775 -0.1 -0.3 0.0
C -3.3985 -1.8709 -1.0408 0.3 0.1 -0.2
O -2.4993 -0.9337 -1.1076 -0.9 -0.3 -0.1
H -1.7299 3.4504 -3.2533 0.1 0.0 0.1
H -2.9008 2.4346 -2.3816 0.1 0.0 0.0
H -3.4639 3.8543 -3.3046 0.0 0.0 0.0
H -0.4971 2.0603 -5.3651 0.0 0.0 0.0
H 0.8711 -0.0427 -5.3989 0.0 0.0 0.0
H -0.1128 -2.1248 -4.4707 0.0 0.0 0.0
H -2.3918 -2.1412 -3.5693 0.0 0.0 0.0
H -4.4960 0.8784 -3.7750 0.0 0.1 -0.1
H -5.8685 -0.9172 -3.2779 0.0 0.0 0.0
H -6.3588 -2.9313 -2.3970 0.0 0.0 0.0
H -6.1506 -4.6588 -0.6635 0.0 0.0 0.0
H -4.1250 -4.6576 0.8134 0.0 0.0 0.0
H -2.4297 -2.9196 0.5613 0.0 0.1 0.0
```
Forces are in eV/Å.

Properties
Kohn-Sham gap (alpha / beta) = 6.72 / 4.86 eV
Relative energy (zero: lowest compared OMol25 entry of this formula, charge and spin) = 370.3 kJ/mol
E_LUMO (alpha / beta) = 2.1 / 2.1 eV
Net charge = -1
HOMO level (alpha / beta) = -4.6 / -2.8 eV

Atom charges from the Mulliken analysis, given in e for atoms 1 to 99: 1.203 -0.556 0.432 -0.284 -1.012 0.014 -1.392 -0.181 -0.499 0.782 0.449 0.302 0.374 0.384 0.405 -0.808 1.410 -0.466 0.031 0.161 -0.740 -0.865 -0.669 -0.831 0.189 1.703 -0.672 -0.303 -0.626 -0.678 -0.459 0.218 0.227 -0.343 -0.711 -0.574 -0.699 -0.394 0.518 0.365 0.429 0.283 0.479 0.406 0.382 0.353 -0.171 0.344 0.432 0.366 0.407 0.390 0.217 3.638 -1.346 0.229 -0.683 -0.930 -0.190 -0.512 -0.277 -0.887 -0.499 -0.093 -1.047 -0.157 -0.809 -0.450 -0.117 0.475 0.402 0.661 0.420 0.395 0.449 0.569 0.351 0.448 -0.471 -0.698 0.183 0.002 -0.467 -0.434 -0.658 -0.024 0.043 -1.666 1.365 -0.758 -0.872 -0.873 -0.765 -0.110 0.788 0.221 0.038 0.334 0.492

=====

No. 2
Below is the molecule C7H14ClNSi, with properties calculated with ωB97M-V/def2-TZVPD.

```
24
Properties=species:S:1:pos:R:3:forces:R:3
C 2.5748 -0.2925 -0.8440 2.1 0.3 3.6
C 1.6349 -1.1951 -0.9964 -4.2 1.4 -0.6
Si -0.3095 -0.5521 0.0393 1.6 0.2 -0.9
C 0.1230 -0.4508 1.8487 -0.6 -0.1 -0.1
C 1.0651 -1.1820 2.4131 2.1 -0.2 -0.8
C -1.5858 -1.8477 -0.4767 -1.4 -0.5 -0.7
Cl -1.1275 -3.5637 -0.0336 0.1 0.9 -0.3
N -1.0317 1.0561 -0.2285 2.1 0.6 1.9
C -1.7889 1.5142 -1.3478 2.0 -0.1 0.2
C -0.1664 2.2614 0.2756 -2.1 -0.5 1.6
H 3.5998 -0.5738 -1.1436 -0.4 0.9 -0.7
H 2.5556 0.3511 0.1222 0.1 -0.7 -1.8
H 1.6889 -1.7412 -1.9558 -0.2 -0.5 0.9
H -0.4981 0.1984 2.4409 -0.4 0.1 0.3
H 1.4463 -1.2037 3.4442 -0.8 0.1 -0.3
H 1.7540 -1.6450 1.6783 -0.4 -0.4 0.7
H -2.6185 -1.7453 -0.0627 1.0 0.3 -0.1
H -1.7535 -1.8021 -1.5915 0.4 -0.2 1.0
H -2.4880 2.2217 -0.9755 -0.8 0.8 -0.4
H -1.0452 1.8514 -2.0616 -0.4 1.0 -0.6
H -2.1994 0.6896 -1.8097 -1.7 -1.7 -1.0
H -0.4921 3.3040 -0.0956 0.0 -1.9 0.5
H -0.1454 2.2563 1.4301 -0.1 0.2 -1.8
H 0.8079 2.0907 -0.0693 1.6 0.1 -0.5
```
Forces are in eV/Å.

Properties
Kohn-Sham gap = 9.40 eV
Relative energy (zero: lowest compared OMol25 entry of this formula, charge and spin) = 119.3 kJ/mol
SMILES = C=C[Si](C=C)(CCl)N(C)C
E_LUMO = 0.8 eV
Net charge = 0
HOMO level = -8.6 eV

The net atomic charges from Mulliken, expressed in e, are: -0.631 -0.366 0.345 -0.290 -0.642 -0.605 -0.199 0.106 -1.109 -0.963 0.311 0.135 0.317 0.425 0.301 0.188 0.371 0.262 0.362 0.387 0.349 0.357 0.248 0.340

=====

No. 3
Below is a 2-piece molecular cluster, CH5BO2S overall, with properties calculated with ωB97M-V/def2-TZVPD.

```
10
Properties=species:S:1:pos:R:3:forces:R:3
B -1.7504 1.0428 0.1277 2.3 -2.8 -0.5
C -0.2022 -0.9710 -0.0141 1.8 -0.6 -1.4
O -2.7433 1.8066 -0.0580 -1.3 2.9 -0.7
O -1.2971 -0.1421 0.1418 -2.3 1.7 0.0
S 1.9195 1.3673 0.1193 0.2 0.4 -0.1
H -0.2913 -1.7697 0.6801 0.6 0.1 1.7
H 0.6562 -0.2188 -0.1721 0.1 -1.1 1.1
H -0.2117 -1.5910 -0.9032 -0.8 0.6 -1.0
H -2.7034 2.7048 -0.4855 0.1 -1.3 0.8
H 2.9608 0.4939 -0.0216 -0.7 0.1 0.0
```
Forces are in eV/Å.

Properties
Kohn-Sham gap = 5.76 eV
Relative energy (zero: lowest compared OMol25 entry of this formula, charge and spin) = 518.4 kJ/mol
E_LUMO = -1.1 eV
Net charge = 0
HOMO level = -6.9 eV

The net atomic charges from Mulliken, expressed in e, are: 0.162 0.028 -0.349 0.162 -0.684 0.267 -0.226 0.221 0.399 0.021

=====

No. 4
Below is a 3-piece molecular cluster, C4H8FN overall, with properties calculated with ωB97M-V/def2-TZVPD.

```
14
Properties=species:S:1:pos:R:3:forces:R:3
C -0.0264 1.2451 0.4972 2.0 5.7 3.7
C -0.2763 -0.1692 0.1536 -3.1 1.7 -0.4
C 0.5217 -1.3976 0.6883 -3.5 -3.1 3.9
C 0.9163 -0.6088 -0.4214 4.2 2.2 -1.0
H 1.2369 1.5252 0.2762 -4.2 -0.4 2.1
H -0.5599 1.8614 1.5439 1.9 -2.5 -2.6
H -0.3625 2.0469 -0.2126 -0.2 -1.3 -0.3
H -1.7807 1.2106 -0.5021 0.2 -5.5 -1.2
H -1.5593 -0.9117 -1.7490 0.0 3.1 4.4
H -0.1611 -2.3383 0.1895 2.4 2.3 1.8
H 0.7923 -1.5541 1.8983 -0.4 0.7 -3.9
H 0.9088 -1.0528 -1.3072 0.0 -1.9 -3.8
N -1.6173 -0.2343 -0.5176 0.1 1.4 -2.5
F 1.9674 0.3777 -0.5372 0.6 -2.4 -0.2
```
Forces are in eV/Å.

Properties
Kohn-Sham gap = 9.34 eV
Relative energy (zero: lowest compared OMol25 entry of this formula, charge and spin) = 860.2 kJ/mol
E_LUMO = 0.4 eV
Net charge = 0
HOMO level = -8.9 eV

The net atomic charges from Mulliken, expressed in e, are: -1.536 0.922 -0.432 -0.379 0.337 0.241 0.374 0.367 0.257 0.209 0.291 0.404 -0.689 -0.366

=====

In order of appearance, strongest force on any atom = 0.0458 0.0863 0.0715 0.1381 hartree/bohr.